(1)
Below is one molecule with the formula HNOS in a non-equilibrium geometry, with properties calculated with ωB97M-V/def2-TZVPD.

Properties
Highest occupied orbital energy (alpha / beta) ... -0.390 / -0.390 Ha
Energy relative to the best compared isomer or geometry (same formula, charge and spin) ... 16.8 kcal/mol
E_LUMO (alpha / beta) ... -0.0554 / -0.0554 Eh
Net charge ... 0
Max |F| ... 6.64 eV/A
Total energy ... -528.711832 Eh
HOMO-LUMO gap (alpha / beta) ... 0.3342 / 0.3342 Eh

Geometry (Å):
N -0.102 -0.880 -0.223
O -0.301 1.665 -0.618
S 0.026 0.727 0.426
H 0.377 -1.511 0.416

List of Löwdin charges in e, atom by atom: atom 1 (N): -0.261, atom 2 (O): -0.540, atom 3 (S): 0.859, atom 4 (H): -0.058

***

(2)
Below is one molecule with the formula C3H5FN2 in a non-equilibrium geometry, with properties calculated with ωB97M-V/def2-TZVPD.

Properties
Highest occupied orbital energy ... -0.355 Ha
Energy relative to the best compared isomer or geometry (same formula, charge and spin) ... 59.2 kcal/mol
E_LUMO ... 0.0076 Eh
Net charge ... 0
Max |F| ... 7.06 eV/A
Structure (SMILES) ... C=N/N=C/CF
Total energy ... -326.575792 Eh
HOMO-LUMO gap ... 0.3623 Eh

Geometry (Å):
C 1.315 1.312 -0.827
C 0.342 0.615 0.223
C -1.737 -1.859 0.596
H 2.234 0.641 -0.713
H 1.022 1.569 -1.842
H 0.817 0.551 1.174
H -2.102 -2.423 1.332
H -1.564 -2.256 -0.476
N -0.779 0.003 -0.180
N -1.225 -0.669 0.872
F 1.677 2.516 -0.160

Löwdin population analysis, charges in e, atoms 1 to 8: atom 1 (C): -0.129, atom 2 (C): -0.064, atom 3 (C): 0.009, atom 4 (H): 0.124, atom 5 (H): 0.108, atom 6 (H): 0.099, atom 7 (H): 0.005, atom 8 (H): 0.099

***

(3)
Below is a 2-piece molecular cluster, C3H7NO2 overall in a non-equilibrium geometry, with properties calculated with ωB97M-V/def2-TZVPD.

Properties
Highest occupied orbital energy ... -0.322 Ha
Energy relative to the best compared isomer or geometry (same formula, charge and spin) ... 43.7 kcal/mol
E_LUMO ... 0.0257 Eh
Net charge ... 0
Max |F| ... 2.42 eV/A
Structure (SMILES) ... C=CO.NC=O
Total energy ... -323.711314 Eh
HOMO-LUMO gap ... 0.3472 Eh

Geometry (Å):
C 1.555 0.385 -1.751
C 2.177 -0.480 -0.893
O 1.587 -1.032 0.223
H 2.035 0.802 -2.646
H 0.513 0.636 -1.542
H 3.204 -0.775 -1.133
H 2.237 -1.564 0.732
C -1.403 0.198 0.784
N -2.694 -0.089 1.156
O -1.134 1.221 0.198
H -0.700 -0.602 1.104
H -2.710 -0.731 1.916
H -3.317 0.736 1.263

Löwdin population analysis, charges in e, atoms 1 to 8: atom 1 (C): 0.014, atom 2 (C): -0.269, atom 3 (O): -0.045, atom 4 (H): 0.053, atom 5 (H): 0.035, atom 6 (H): 0.099, atom 7 (H): 0.112, atom 8 (C): -0.410

***

(4)
Below is C2H3FNO2 as an isolated structure in a non-equilibrium geometry, with properties calculated with ωB97M-V/def2-TZVPD.

Properties
Highest occupied orbital energy ... -0.159 Ha
Energy relative to the best compared isomer or geometry (same formula, charge and spin) ... 30.1 kcal/mol
E_LUMO ... 0.1450 Eh
Net charge ... -1
Max |F| ... 1.89 eV/A
Total energy ... -383.140864 Eh
HOMO-LUMO gap ... 0.3040 Eh

Geometry (Å):
C -0.977 -1.535 -0.231
C 0.403 0.906 -0.074
N 0.216 -0.028 0.857
O -0.989 -2.508 0.440
O -1.293 -0.916 -1.160
F 0.489 2.581 0.422
H -0.391 1.134 -0.779
H 1.401 0.827 -0.520
H 1.142 -0.462 1.046

Löwdin population analysis, charges in e, atoms 1 to 8: atom 1 (C): -0.556, atom 2 (C): -0.313, atom 3 (N): -0.062, atom 4 (O): 0.081, atom 5 (O): 0.097, atom 6 (F): -0.418, atom 7 (H): 0.066, atom 8 (H): 0.074

***

(5)
Below is C2H2FIrO as an isolated structure in a non-equilibrium geometry, with properties calculated with ωB97M-V/def2-TZVPD.

Properties
Highest occupied orbital energy (alpha / beta) ... -0.811 / -0.788 Ha
Energy relative to the best compared isomer or geometry (same formula, charge and spin) ... 80.5 kcal/mol
E_LUMO (alpha / beta) ... -0.4238 / -0.5525 Eh
Net charge ... +2
Spin multiplicity ... 5
Max |F| ... 5.95 eV/A
Total energy ... -355.635721 Eh
HOMO-LUMO gap (alpha / beta) ... 0.3876 / 0.2356 Eh
⟨S²⟩ ... 6.0827

Geometry (Å):
C -0.196 -0.753 -0.281
C -1.320 -0.336 0.445
O 1.002 -0.710 -0.163
H -1.077 -1.742 -0.124
F -2.026 0.632 -0.044
Ir 2.578 -0.425 0.786
H 4.026 -0.325 1.513

List of Löwdin charges in e, atom by atom: atom 1 (C): -0.121, atom 2 (C): 0.180, atom 3 (O): -0.201, atom 4 (H): 0.292, atom 5 (F): 0.237, atom 6 (Ir): 1.699, atom 7 (H): -0.086

***

(6)
Below is C24H23LiN10S as an isolated structure, with properties calculated with ωB97M-V/def2-TZVPD.

Properties
Highest occupied orbital energy ... -0.246 Ha
E_LUMO ... 0.0064 Eh
Net charge ... 0
Max |F| ... 0.72 eV/A
Total energy ... -1881.770274 Eh
HOMO-LUMO gap ... 0.2527 Eh

Geometry (Å):
Li -0.905 0.428 0.621
N 1.727 -1.070 3.690
C 1.090 -0.210 2.835
S -0.419 0.416 3.318
N 1.770 0.046 1.733
N 1.089 0.658 0.764
C 1.753 1.150 -0.232
C 3.237 1.101 -0.335
C 3.977 2.273 -0.487
C 5.358 2.230 -0.604
C 6.019 1.011 -0.572
C 5.294 -0.160 -0.400
C 3.914 -0.116 -0.278
C 0.961 1.779 -1.300
C 1.533 2.166 -2.520
C 0.747 2.787 -3.472
C -0.595 3.013 -3.203
C -1.089 2.558 -1.992
N -0.351 1.954 -1.072
H 1.427 -1.026 4.648
H 2.716 -1.199 3.533
H 3.463 3.227 -0.499
H 5.920 3.148 -0.722
H 7.096 0.973 -0.679
H 5.807 -1.112 -0.359
H 3.348 -1.026 -0.132
H 2.576 1.967 -2.712
H 1.177 3.091 -4.418
H -1.241 3.513 -3.912
H -2.138 2.686 -1.739
N -4.837 1.874 0.491
C -4.327 3.066 0.940
C -2.994 2.848 1.123
N -2.681 1.555 0.810
C -3.800 0.993 0.406
C -3.909 -0.358 -0.104
N -3.015 -0.923 -0.871
C -3.479 -2.181 -1.130
C -4.688 -2.373 -0.524
N -4.964 -1.195 0.123
H -5.780 1.723 0.183
H -4.944 3.934 1.090
H -2.240 3.529 1.482
H -2.914 -2.872 -1.733
H -5.360 -3.212 -0.502
H -5.731 -1.036 0.752
N -1.599 -2.694 2.177
C -0.625 -2.904 1.235
C -0.029 -4.171 1.099
C 0.877 -4.377 0.086
C 1.164 -3.336 -0.792
C 0.530 -2.128 -0.585
N -0.330 -1.894 0.406
H -1.583 -3.333 2.954
H -1.654 -1.724 2.476
H -0.286 -4.966 1.787
H 1.354 -5.343 -0.027
H 1.860 -3.468 -1.609
H 0.725 -1.287 -1.244

Löwdin population analysis, charges in e, atoms 1 to 8: atom 1 (Li): 0.488, atom 2 (N): 0.052, atom 3 (C): -0.953, atom 4 (S): 0.489, atom 5 (N): -0.028, atom 6 (N): -0.041, atom 7 (C): -0.216, atom 8 (C): -0.185